Molecular formula: C22H23F3N2O2S
Method: DFT, wB97M-V/def2-TZVPD

```
! RIJCOSX wB97M-V def2-TZVPD def2/J DEFGRID3
* xyz 0 1
O -6.242 -0.480 -1.284
S -5.890 -1.005 -0.054
O -7.020 -1.292 0.716
C -4.994 0.184 0.841
C -3.700 0.185 -0.031
N -3.006 -0.941 0.076
C -3.688 -1.993 -0.609
C -4.925 -2.383 -0.312
H -4.840 -2.795 0.711
H -5.332 -3.179 -0.854
H -2.950 -2.487 -0.911
H -3.934 -1.327 -1.851
C -2.356 -1.530 1.151
H -3.112 -1.510 2.066
C -1.386 -0.373 1.745
C -0.516 0.162 0.967
C 0.398 -0.674 0.052
N 1.006 0.275 -0.759
C 0.802 1.723 -0.597
C 1.095 2.869 -0.959
C 0.544 3.979 -0.653
C -0.464 4.050 0.630
C -0.775 2.880 1.078
C -0.313 1.621 0.694
H -1.487 2.931 1.589
H -0.653 4.911 0.841
H 0.914 4.751 -0.966
H 1.893 3.019 -1.903
C 1.940 -0.132 -1.690
C 3.416 -0.376 -1.119
C 3.844 0.558 -0.186
C 5.051 0.206 0.288
C 5.924 -0.735 -0.076
C 5.432 -1.693 -1.171
C 4.169 -1.408 -1.685
H 3.901 -1.755 -2.470
H 6.114 -2.341 -1.711
C 7.238 -0.980 0.796
F 7.992 -1.810 -0.141
F 7.829 0.267 0.743
F 7.219 -1.580 1.937
H 5.295 0.913 1.472
H 3.106 1.187 0.291
H 2.058 0.536 -2.546
H 1.564 -0.951 -2.358
H 0.661 -1.637 -0.087
H -0.730 -0.994 2.691
H -1.771 0.318 2.395
H -1.819 -2.178 0.910
H -3.237 1.197 0.636
H -3.928 0.736 -0.945
H -4.914 -0.124 1.826
H -5.421 1.208 0.785
*
```

Computed properties:
HOMO-LUMO gap ... 7.77 eV
Strongest force on any atom ... 19.1 eV Å⁻¹
LUMO ... 0.19 eV